1.
ORCA calculation (ωB97M-V/def2-TZVPD) on 9 unconnected molecules or ions with the total composition C36H69N3O12S6 in a non-equilibrium geometry.

Values from the calculation:
2S+1 = 1
frontier orbital gap = 0.377 Eh
structure (SMILES) = O=S1(=O)CCCC1.O=S1(=O)CCCC1.O=S1(=O)CCCC1.O=S1(=O)CCCC1.O=S1(=O)CCCC1.O=S1(=O)CCCC1.CCCC#N.CCCC#N.CCCC#N
largest force on an atom = 5.5 eV/A

The geometry in XYZ format:
```
126
Properties=species:S:1:pos:R:3:forces:R:3
O 0.125 -1.174 -4.372 0.6 0.7 -0.1
S 1.276 -1.616 -3.586 -2.2 0.7 0.3
O 1.215 -1.308 -2.168 0.3 -0.6 -0.2
C 1.331 -3.295 -4.088 1.3 0.1 0.3
C 2.221 -3.294 -5.378 -0.1 1.7 1.3
C 2.792 -1.767 -5.569 0.4 -2.7 -0.6
C 2.761 -1.036 -4.275 -0.9 1.9 0.3
H 0.299 -3.585 -4.139 -0.4 -0.1 -0.7
H 1.706 -3.832 -3.236 0.8 -0.5 -0.2
H 3.054 -3.950 -5.215 0.3 -0.5 -0.1
H 1.646 -3.593 -6.240 0.0 -0.1 -0.3
H 2.131 -1.335 -6.304 0.1 0.5 -0.1
H 3.817 -1.807 -5.926 -0.1 -0.1 -0.4
H 2.509 0.014 -4.511 0.2 -0.2 0.4
H 3.518 -0.998 -3.476 0.2 -0.7 -0.7
O 4.978 -0.812 -1.931 1.0 1.9 0.2
S 5.723 0.406 -1.513 -2.3 -0.8 1.1
O 5.067 1.727 -1.543 1.0 -1.7 -0.5
C 6.307 0.098 0.223 -0.6 1.1 -0.2
C 7.826 -0.029 0.152 -0.6 -0.1 -1.2
C 8.058 -0.584 -1.308 1.7 0.9 1.5
C 7.312 0.329 -2.297 1.1 -0.4 0.3
H 5.765 -0.748 0.654 0.1 0.0 -0.4
H 5.948 0.998 0.737 0.2 -0.2 0.0
H 8.298 0.950 0.270 0.0 -0.1 0.0
H 8.198 -0.718 0.913 0.1 0.1 -0.2
H 7.713 -1.589 -1.254 -0.5 -0.8 -0.6
H 9.156 -0.625 -1.448 -0.6 0.1 -0.5
H 7.290 -0.064 -3.314 -0.5 -0.1 0.2
H 7.801 1.305 -2.330 -0.3 0.1 0.2
O -3.941 -2.548 5.878 -1.0 -1.4 1.8
S -3.201 -1.793 4.950 0.1 2.0 -2.6
O -2.092 -0.970 5.364 0.2 0.0 0.4
C -2.685 -2.871 3.601 -0.5 1.4 -1.3
C -3.635 -2.554 2.379 0.3 -0.1 0.7
C -4.825 -1.707 2.804 -0.2 1.1 0.9
C -4.390 -0.798 3.976 -0.4 0.3 0.3
H -2.794 -3.853 3.972 -0.2 -1.2 0.3
H -1.640 -2.676 3.355 -0.1 0.1 0.2
H -3.133 -2.078 1.554 0.5 0.2 0.0
H -4.062 -3.445 1.986 0.1 -1.0 -0.3
H -5.700 -2.332 3.016 0.2 0.2 0.3
H -5.121 -0.975 2.059 0.0 -0.4 -0.6
H -5.243 -0.402 4.593 0.9 -0.7 -0.3
H -3.902 0.108 3.568 0.1 -0.7 0.2
O 1.595 -5.603 -2.410 0.4 -0.1 0.4
S 0.657 -5.750 -1.323 -0.3 0.4 0.7
O -0.069 -6.982 -1.250 -0.6 -0.5 0.0
C 1.361 -5.480 0.339 1.2 2.1 -1.5
C 0.252 -4.844 1.123 -0.6 -0.9 0.7
C -0.251 -3.772 0.209 0.2 1.3 -0.6
C -0.467 -4.321 -1.248 3.2 0.9 0.9
H 2.203 -4.745 0.157 -0.8 -0.8 0.4
H 1.746 -6.402 0.633 0.6 -1.5 0.7
H -0.503 -5.568 1.394 -0.5 -0.6 -0.5
H 0.461 -4.453 2.119 0.8 0.2 -0.2
H 0.542 -2.971 0.340 -1.0 -0.5 -1.1
H -1.188 -3.359 0.530 -0.5 0.3 0.2
H -0.121 -3.637 -2.036 -0.3 -0.1 0.5
H -1.428 -4.647 -1.436 -2.0 -0.6 -0.2
O -2.998 -2.516 -1.416 -0.3 -0.6 0.1
S -3.251 -1.090 -1.383 0.2 -2.2 0.8
O -3.588 -0.529 -0.106 -0.3 0.8 0.6
C -1.817 -0.410 -2.092 0.1 0.8 -1.4
C -2.352 0.192 -3.473 0.6 -0.2 1.8
C -3.608 -0.622 -3.861 0.7 -0.4 -0.2
C -4.489 -0.743 -2.588 1.2 2.3 -0.2
H -1.087 -1.226 -2.189 -0.5 0.3 -0.1
H -1.398 0.327 -1.410 -0.1 0.2 -0.1
H -2.691 1.207 -3.173 0.4 -0.5 -0.8
H -1.503 0.169 -4.198 -1.1 0.3 0.5
H -3.294 -1.595 -4.322 -0.5 0.6 0.7
H -4.089 -0.045 -4.618 -0.7 0.2 -0.6
H -5.302 -1.426 -2.551 -0.3 -0.9 0.0
H -4.874 0.258 -2.240 0.3 -0.7 -0.7
O -0.352 2.839 3.036 0.4 -1.0 0.1
S -1.256 3.361 4.028 0.4 0.7 -0.5
O -2.185 4.326 3.470 -0.3 -0.3 0.9
C -2.114 2.156 5.049 -0.7 0.7 -0.1
C -2.295 2.945 6.343 -0.1 0.9 0.9
C -0.821 3.487 6.720 -1.5 0.1 -1.9
C -0.284 4.094 5.357 0.0 1.2 0.9
H -1.589 1.242 5.247 0.8 -0.3 -0.2
H -3.004 1.862 4.493 -0.2 0.4 0.2
H -3.071 3.767 6.257 1.2 -0.6 -0.3
H -2.708 2.342 7.162 0.4 -0.2 -0.3
H -0.224 2.631 7.024 0.1 0.1 0.2
H -0.889 4.262 7.485 0.2 -0.3 0.0
H 0.805 3.980 5.116 -1.1 -0.2 0.3
H -0.520 5.196 5.325 0.2 -1.1 0.0
C 1.092 2.328 -2.640 0.4 -1.3 1.4
C 1.069 3.827 -2.443 -0.1 0.0 -1.4
C -0.304 4.497 -2.616 -1.3 -0.8 -0.8
C -1.318 3.688 -3.418 3.9 2.9 2.5
N -2.113 3.251 -4.074 -2.8 -1.6 -2.2
H 0.889 2.004 -3.660 0.1 0.3 -0.2
H 0.322 1.791 -2.029 0.7 0.5 -0.3
H 2.115 1.956 -2.323 -1.2 0.2 -0.4
H 1.796 4.211 -3.176 -0.4 0.3 0.1
H 1.437 4.135 -1.495 0.3 0.0 0.8
H -0.202 5.461 -3.124 -0.2 -0.1 0.1
H -0.854 4.664 -1.683 0.5 0.0 0.1
C -2.203 2.867 0.484 1.1 0.6 0.1
C -3.564 3.181 -0.098 -0.5 -2.8 1.7
C -4.559 3.772 0.882 -0.2 0.3 0.0
C -4.942 2.861 1.979 -0.1 -0.6 0.7
N -5.223 2.162 2.862 0.4 0.9 -1.2
H -1.643 3.781 0.829 -0.5 -0.7 -0.5
H -1.631 2.403 -0.352 -0.1 0.1 0.8
H -2.213 2.219 1.385 -0.2 0.1 -0.8
H -4.013 2.200 -0.342 0.3 0.3 -0.5
H -3.470 3.726 -0.983 -0.1 1.2 -1.3
H -5.457 4.081 0.331 0.1 0.0 0.4
H -4.088 4.627 1.339 -0.1 0.6 0.4
C 2.090 2.457 0.878 0.6 1.9 2.2
C 1.344 1.243 0.562 -1.2 -1.4 0.1
C 1.294 0.213 1.687 1.3 0.5 0.4
C 2.642 -0.295 1.962 2.4 -1.5 0.4
N 3.642 -0.892 2.078 -1.9 1.5 -0.1
H 3.118 2.236 1.237 -0.4 0.2 -0.5
H 1.605 3.046 1.710 0.4 -0.8 -0.7
H 2.083 3.145 0.056 0.5 0.2 -0.5
H 1.778 0.725 -0.268 0.2 -0.2 -0.8
H 0.310 1.463 0.302 -0.1 0.1 -0.1
H 0.895 -0.706 1.325 -1.4 -0.5 -0.2
H 0.851 0.593 2.615 -0.2 -0.2 -0.3
```
Positions in Å, forces in eV/Å.

---

2.
ORCA calculation (ωB97M-V/def2-TZVPD) on a molecular structure, C36H70GeN5O7PbS3Si in a non-equilibrium geometry.

Values from the calculation:
2S+1 = 2
frontier orbital gap (spin up / spin down) = 0.245 / 0.181 Eh
largest force on an atom = 2.3 eV/A

The geometry in XYZ format:
```
124
Properties=species:S:1:pos:R:3:forces:R:3
Pb -0.205 -0.664 0.621 0.2 0.3 0.3
C 4.010 -0.460 3.997 -0.1 -0.3 -0.4
C 4.272 -0.552 2.484 0.9 1.0 0.5
C 5.768 -0.819 2.256 -0.4 0.0 0.0
C 3.863 0.764 1.820 0.0 -0.4 0.0
O 3.506 -1.607 1.992 -0.7 -1.4 -1.6
Ge 3.383 -2.304 0.256 -1.9 0.9 1.0
O 2.212 -1.135 -0.726 1.0 -1.4 1.5
C 2.409 -0.652 -2.032 0.7 0.4 -1.2
C 3.832 -0.958 -2.519 -0.4 0.0 0.3
C 2.198 0.869 -2.036 0.0 -0.4 0.2
C 1.428 -1.307 -3.008 0.1 0.1 0.4
O 2.204 -3.666 0.571 0.4 1.5 -0.9
C 2.373 -4.769 1.419 0.2 -1.2 0.7
C 2.207 -4.357 2.883 0.0 0.1 -0.3
C 3.758 -5.405 1.228 -0.3 0.3 -0.1
C 1.300 -5.797 1.024 0.3 0.4 0.0
H 4.610 0.338 4.425 0.1 0.1 0.1
H 4.270 -1.395 4.484 0.1 -0.2 0.0
H 2.959 -0.258 4.177 0.0 0.1 0.1
H 6.360 0.047 2.536 0.1 0.1 0.0
H 5.937 -1.041 1.203 0.1 0.0 -0.1
H 6.086 -1.675 2.847 0.1 -0.1 0.0
H 4.381 1.602 2.280 0.1 0.1 0.0
H 2.787 0.889 1.927 -0.1 0.1 0.0
H 4.105 0.723 0.761 0.1 0.1 -0.3
H 4.563 -0.551 -1.822 0.2 0.1 0.0
H 3.989 -0.528 -3.504 0.1 0.0 -0.1
H 3.959 -2.038 -2.578 0.1 -0.2 -0.1
H 2.843 1.336 -1.294 0.1 0.1 0.1
H 1.161 1.100 -1.816 -0.2 0.1 0.1
H 2.442 1.269 -3.016 0.0 0.1 -0.1
H 1.572 -2.385 -3.010 0.0 -0.2 0.0
H 1.612 -0.941 -4.014 0.0 0.1 -0.2
H 0.410 -1.047 -2.737 -0.1 -0.1 -0.1
H 2.919 -3.567 3.104 0.0 0.0 0.2
H 2.380 -5.203 3.546 0.0 -0.1 0.0
H 1.206 -3.967 3.050 -0.1 0.0 0.1
H 4.523 -4.702 1.552 0.2 0.0 0.1
H 3.916 -5.627 0.176 0.0 -0.1 -0.2
H 3.840 -6.322 1.807 0.1 0.0 0.0
H 0.310 -5.410 1.252 -0.1 0.0 0.0
H 1.456 -6.724 1.570 0.0 -0.1 0.1
H 1.354 -5.994 -0.044 0.0 -0.1 -0.1
C -3.677 2.764 3.735 0.1 -0.5 0.0
S -3.359 1.092 4.377 -0.1 0.3 0.2
C -2.506 0.347 3.040 0.3 0.1 -0.7
S -1.718 1.290 1.871 -0.5 0.2 -0.3
N -2.602 -0.955 3.070 -1.0 -0.6 1.5
N -2.034 -1.654 2.103 0.4 -0.3 -1.2
C -2.341 -2.897 1.954 -0.3 0.9 0.9
C -1.863 -3.617 0.806 0.2 -0.7 -0.7
C -2.247 -4.943 0.565 0.1 0.4 0.1
C -1.851 -5.554 -0.608 0.1 0.2 -0.1
C -1.076 -4.838 -1.507 0.0 -0.1 0.0
C -0.701 -3.545 -1.178 0.0 -0.4 -0.2
N -1.084 -2.957 -0.062 -0.3 0.2 0.2
H -3.912 3.400 4.582 0.0 0.0 0.1
H -4.522 2.711 3.054 0.0 0.2 -0.1
H -2.788 3.109 3.216 0.0 0.2 0.1
H -3.025 -3.391 2.639 0.0 0.1 0.1
H -2.843 -5.468 1.295 -0.1 0.0 0.1
H -2.132 -6.574 -0.822 -0.1 -0.1 0.0
H -0.761 -5.272 -2.442 0.1 0.0 -0.1
H -0.081 -2.956 -1.832 0.1 0.1 -0.1
S 0.785 1.013 3.950 0.0 -0.3 0.1
C 1.036 2.620 4.301 0.1 -0.8 0.0
N 1.724 3.425 3.472 0.0 0.3 -0.1
C 1.930 4.837 3.717 0.0 0.3 0.2
C 2.006 5.065 5.224 -0.2 0.0 -0.1
C 0.742 4.503 5.864 0.1 0.3 0.0
N 0.594 3.122 5.468 -0.1 0.3 0.1
H 1.994 3.037 2.582 -0.1 -0.1 0.2
H 1.106 5.431 3.294 0.2 0.0 0.0
H 2.862 5.146 3.234 -0.2 0.0 0.0
H 2.105 6.124 5.448 0.0 0.1 0.0
H 2.878 4.544 5.619 0.1 0.0 0.1
H -0.125 5.096 5.540 0.0 0.0 0.1
H 0.802 4.554 6.953 0.0 0.0 -0.1
H 0.058 2.494 6.044 0.1 -0.1 -0.2
C -0.497 3.611 -0.501 -0.2 -0.1 -0.3
C -1.636 3.593 -1.526 0.0 0.8 0.4
C -2.991 3.528 -0.825 0.2 -0.1 -0.2
C -1.541 4.856 -2.397 0.0 -0.4 0.2
O -1.467 2.495 -2.386 0.1 -0.2 -0.1
Si -1.851 0.907 -2.328 -0.1 -0.1 0.0
O -1.119 0.056 -1.214 0.1 -0.4 0.4
O -1.316 0.337 -3.773 0.0 -0.3 0.0
C -1.269 0.996 -5.022 0.2 0.3 -0.8
C -0.009 1.867 -5.084 -0.3 -0.2 0.2
C -2.508 1.867 -5.231 0.2 -0.2 0.1
C -1.201 -0.075 -6.122 -0.1 0.3 0.4
O -3.495 0.833 -2.257 0.3 0.4 0.0
C -4.327 -0.292 -2.078 -0.7 -0.6 0.2
C -5.657 0.025 -2.773 0.4 0.0 0.1
C -4.563 -0.528 -0.581 0.1 0.1 -0.4
C -3.707 -1.547 -2.693 -0.1 0.3 0.0
H -0.602 4.450 0.182 0.0 0.1 0.1
H 0.459 3.681 -1.015 0.2 0.1 -0.1
H -0.513 2.685 0.064 0.1 -0.1 0.2
H -3.205 4.460 -0.307 0.0 0.1 0.1
H -2.991 2.703 -0.118 -0.1 -0.1 0.2
H -3.764 3.333 -1.563 -0.1 0.1 -0.1
H -1.588 5.747 -1.777 0.0 0.1 0.1
H -2.356 4.884 -3.116 -0.1 0.0 -0.1
H -0.602 4.853 -2.946 0.1 0.0 0.0
H -0.024 2.549 -4.240 0.1 0.2 0.0
H 0.023 2.423 -6.019 0.1 0.1 -0.1
H 0.877 1.244 -5.004 0.2 -0.1 -0.1
H -2.519 2.650 -4.482 -0.1 0.2 0.0
H -3.395 1.256 -5.103 -0.2 -0.1 0.0
H -2.509 2.307 -6.224 0.0 0.1 -0.1
H -0.402 -0.779 -5.902 0.1 -0.1 0.0
H -1.007 0.392 -7.087 0.0 0.0 0.0
H -2.142 -0.618 -6.180 -0.1 -0.1 0.0
H -6.110 0.909 -2.335 -0.1 0.1 0.1
H -6.346 -0.810 -2.674 -0.1 -0.1 0.0
H -5.487 0.222 -3.828 0.0 0.0 -0.2
H -5.068 0.328 -0.139 0.0 0.1 0.1
H -3.604 -0.663 -0.089 0.1 0.0 0.2
H -5.172 -1.417 -0.433 -0.1 -0.1 0.1
H -3.438 -1.343 -3.724 0.0 -0.1 -0.3
H -4.400 -2.385 -2.658 -0.1 -0.1 0.0
H -2.802 -1.800 -2.151 0.2 -0.2 0.1
```
Positions in Å, forces in eV/Å.